{"formula": "C2H4N4O2", "method": "the ωB97M-V functional and the def2-TZVPD basis", "symbols": ["C", "C", "H", "H", "H", "H", "N", "N", "N", "N", "O", "O"], "xyz": [[0.03593, 0.22813, -1.11514], [0.74895, -0.89046, 0.53208], [-0.17283, 1.73250, -2.55208], [0.22806, -0.13827, -3.01385], [0.32922, 0.08522, 2.82593], [-1.89276, -0.04314, 2.35083], [0.34193, 0.62033, -2.40624], [-0.94686, 0.37564, -0.22360], [-0.33478, -0.17634, 0.84292], [-0.67994, 0.48002, 2.12154], [1.40554, -1.47095, 1.35526], [0.93753, -0.80267, -0.71764]], "nbo_charge": [0.5893, 0.8098, 0.4275, 0.4024, 0.4229, 0.3710, -0.8210, -0.2888, -0.1791, -0.6518, -0.6395, -0.4427], "lumo_ha": 0.013, "de_lowest_kcal_mol": 106.6, "gap_ev": 8.918, "fmax_ha_per_bohr": 0.133, "homo_energy_ev": -8.574}